# 1
Entry from OMol25: a cluster of 8 separate species, C29H79N5O8 in total at a distorted geometry (ωB97M-V with the def2-TZVPD basis set).

Last column: Mulliken charge in e.
CARTESIAN COORDINATES (ANGSTROEM)
C -12.054 -17.056 4.829  -1.8013
C -13.391 -17.011 4.206  2.2654
C -13.302 -17.219 2.683  -1.0098
O -13.020 -16.008 2.003  -0.1705
C -12.563 -16.207 0.689  -0.9676
N -14.351 -18.048 4.719  -0.8013
H -11.333 -16.358 4.332  0.3094
H -11.580 -18.049 4.718  0.4334
H -12.035 -16.786 5.864  0.4603
H -13.814 -16.030 4.436  -1.0388
H -14.216 -17.730 2.332  0.3392
H -12.468 -17.871 2.455  0.4538
H -12.300 -15.194 0.321  0.3170
H -13.457 -16.597 -0.011  0.2229
H -11.740 -16.929 0.612  0.3923
H -14.177 -18.152 5.726  0.2809
H -15.285 -17.704 4.595  0.2757
C -14.129 -6.646 4.325  -1.2905
C -14.685 -7.111 2.988  0.5090
C -14.234 -8.544 2.542  -0.6411
O -12.858 -8.641 2.810  -0.3945
C -12.356 -9.945 2.603  -0.2001
N -16.152 -6.943 2.928  -0.7378
H -13.970 -7.520 5.011  0.2267
H -14.772 -5.994 4.870  0.4684
H -13.101 -6.190 4.234  0.2676
H -14.301 -6.481 2.195  0.2575
H -14.519 -8.708 1.490  0.3325
H -14.796 -9.230 3.084  0.1974
H -12.893 -10.628 3.341  -0.1826
H -11.354 -10.009 2.771  0.4285
H -12.601 -10.252 1.569  0.2424
H -16.520 -7.604 2.267  0.2636
H -16.619 -7.150 3.811  0.2331
C -21.492 -15.094 6.008  -1.4466
C -20.903 -14.929 4.577  0.8207
C -19.369 -15.172 4.589  -0.6148
O -18.699 -13.965 4.957  0.4017
C -17.613 -14.144 5.800  -0.7686
N -21.356 -16.025 3.762  -0.5374
H -22.540 -14.755 6.156  0.3643
H -20.874 -14.386 6.540  0.3068
H -21.291 -16.101 6.405  0.4079
H -21.150 -13.891 4.287  0.0913
H -19.081 -15.371 3.561  -0.2645
H -19.153 -16.002 5.265  0.4697
H -17.848 -14.723 6.699  0.4537
H -17.258 -13.117 6.095  -0.0610
H -16.794 -14.640 5.220  0.1971
H -21.203 -15.812 2.798  0.0837
H -22.277 -16.289 4.075  0.2376
C -12.073 -15.333 -3.711  -1.4984
C -13.439 -15.230 -3.091  1.2470
C -14.404 -14.505 -4.011  -0.9621
O -13.827 -13.190 -4.264  -0.4325
C -14.066 -12.209 -3.263  -0.4968
N -13.973 -16.498 -2.681  -0.6118
H -12.169 -16.086 -4.486  0.3728
H -11.334 -15.673 -2.993  0.3503
H -11.777 -14.366 -4.072  0.3782
H -13.259 -14.641 -2.153  -0.3115
H -15.345 -14.399 -3.517  0.3895
H -14.504 -14.997 -4.950  0.3781
H -14.260 -11.250 -3.716  0.3210
H -13.212 -12.083 -2.508  0.1775
H -15.004 -12.499 -2.712  0.1961
H -13.405 -16.902 -1.934  0.2564
H -13.863 -17.063 -3.546  0.3277
C -21.347 -14.019 -1.117  -1.3980
C -20.576 -13.949 0.185  0.9681
C -19.543 -15.056 0.295  -0.0719
O -20.210 -16.298 0.706  -0.3895
C -19.226 -17.274 0.902  -0.5291
N -19.878 -12.685 0.315  -0.6065
H -20.778 -13.656 -2.017  0.3256
H -22.305 -13.426 -1.041  0.3696
H -21.556 -15.078 -1.282  0.3354
H -21.208 -14.144 1.052  -0.0260
H -18.903 -14.824 1.150  -0.3515
H -18.872 -15.174 -0.643  0.3245
H -19.739 -18.226 0.944  0.2643
H -18.645 -17.048 1.785  0.1452
H -18.480 -17.246 0.049  0.2935
H -20.486 -11.849 0.182  0.2871
H -19.442 -12.565 1.219  0.0789
C -11.867 -12.479 4.981  -1.4680
C -13.214 -12.932 5.489  2.0972
C -13.217 -12.727 6.988  -1.6870
O -14.275 -12.132 4.963  -0.4597
H -11.704 -11.434 5.126  0.4043
H -11.883 -12.799 3.845  0.1307
H -10.990 -12.984 5.426  0.4633
H -13.390 -13.954 5.220  -0.9052
H -14.167 -12.868 7.553  0.2959
H -12.924 -11.653 7.234  0.3214
H -12.502 -13.362 7.456  0.4309
H -14.635 -12.778 4.301  0.0555
C -18.322 -10.511 6.834  -1.3610
C -19.749 -10.836 6.427  0.4796
C -20.205 -10.340 5.052  -1.0610
O -20.055 -12.166 6.484  -0.5058
H -17.715 -10.431 5.965  0.2360
H -17.959 -11.216 7.577  0.3273
H -18.312 -9.488 7.334  0.4223
H -20.393 -10.442 7.182  0.3609
H -20.245 -9.247 4.843  0.3695
H -21.248 -10.541 5.012  0.3595
H -19.678 -10.936 4.297  0.0834
H -19.620 -12.578 5.770  0.1186
C -16.629 -12.218 2.487  -0.8667
C -15.866 -13.512 2.114  2.0909
C -15.017 -13.170 0.934  -2.1787
O -14.960 -14.058 3.145  0.1532
H -17.342 -12.417 3.232  -0.1217
H -17.131 -11.913 1.538  0.4395
H -15.996 -11.464 2.896  0.0792
H -16.538 -14.424 1.883  -0.2871
H -15.544 -12.747 0.106  0.6456
H -14.502 -13.969 0.411  0.4341
H -14.191 -12.475 1.062  0.1021
H -14.329 -14.671 2.744  -0.1834

Calculated values
ΔE to the lowest compared entry with this formula, charge and spin	208.6	kJ/mol
HOMO-LUMO gap	9.5	eV
SMILES	COC[C@H](C)N.COC[C@H](C)N.COC[C@H](C)N.COC[C@H](C)N.COC[C@H](C)N.CC(C)O.CC(C)O.CC(C)O
highest occupied orbital energy	-9.052	eV
E_LUMO	0.418	eV
strongest force on any atom	4.33	eV Å⁻¹


# 2
Entry from OMol25: a structure of composition C29H80BInN17O38 at a distorted geometry (ωB97M-V with the def2-TZVPD basis set).

Last column: Mulliken charge in e.
CARTESIAN COORDINATES (ANGSTROEM)
C 1.076 4.996 6.694  -0.5201
C 0.900 5.819 5.381  -0.1661
O 1.037 5.041 4.208  -0.7749
B -0.101 4.232 3.916  0.4081
O -0.227 3.047 4.724  -0.8083
In -1.690 4.575 2.318  1.0531
C -0.888 5.067 0.276  -0.9322
C 0.671 5.078 0.150  -0.6033
C 1.174 4.078 -0.929  -0.9146
C 0.917 2.596 -0.559  -0.2988
C -0.320 1.982 -1.257  -0.1179
C -0.307 0.438 -1.030  -0.5007
O 0.090 -0.201 -2.246  -0.3789
C 0.323 -1.572 -1.928  -0.2882
C -3.201 6.197 2.851  -1.5100
C -4.283 5.658 3.807  0.7471
C -5.621 6.489 3.751  -0.7449
O -4.635 4.296 3.581  -0.5285
H 1.673 5.565 7.424  0.3832
H 0.094 4.844 7.167  0.2508
H 1.563 4.039 6.514  -0.2887
H -0.032 6.406 5.421  0.1871
H 1.714 6.559 5.376  0.2754
H -0.370 2.362 4.069  0.2490
H -2.640 3.036 2.152  -0.4465
H -1.339 4.378 -0.448  0.3007
H -1.260 6.068 0.013  0.3189
H 1.211 4.959 1.100  0.1987
H 0.949 6.077 -0.239  0.3252
H 0.783 4.339 -1.917  0.2670
H 2.267 4.242 -0.995  0.4185
H 0.801 2.492 0.529  0.1426
H 1.794 2.017 -0.897  0.3496
H -1.260 2.351 -0.832  0.2745
H -0.279 2.173 -2.339  0.0033
H -1.346 0.134 -0.817  0.1872
H 0.369 0.220 -0.193  0.3597
H 0.447 -2.130 -2.858  0.2804
H -0.519 -1.988 -1.359  -0.1040
H 1.211 -1.626 -1.274  0.3797
H -3.650 6.497 1.888  0.3552
H -2.644 7.047 3.267  0.4567
H -3.875 5.765 4.833  0.0935
H -5.413 7.388 3.160  0.2909
H -6.421 5.869 3.328  0.3386
H -5.910 6.732 4.782  -0.2410
H -4.482 3.791 4.370  0.2916
C 0.113 -6.408 -2.327  -0.7866
N -0.128 -4.958 -2.126  1.1968
O -0.832 -4.383 -2.930  -0.5998
O 0.400 -4.449 -1.160  -0.5466
H -0.415 -6.725 -3.220  0.3030
H 1.179 -6.550 -2.439  0.0710
H -0.261 -6.923 -1.455  0.3536
C 4.707 -5.833 -3.022  -0.8860
N 3.371 -6.150 -3.590  0.9586
O 3.028 -7.317 -3.613  -0.4931
O 2.711 -5.215 -3.993  -0.5298
H 5.178 -6.753 -2.705  0.3885
H 5.285 -5.351 -3.806  0.2943
H 4.555 -5.162 -2.181  0.3340
C -1.244 8.465 8.253  -0.6201
N 0.109 8.747 7.711  0.9192
O 1.067 8.525 8.423  -0.5639
O 0.161 9.182 6.584  -0.5196
H -1.143 8.084 9.263  0.3054
H -1.802 9.397 8.242  0.3018
H -1.706 7.729 7.607  0.1855
C 1.111 -10.156 0.506  -0.8643
N 0.947 -9.184 -0.603  0.9321
O -0.176 -9.010 -1.033  -0.5202
O 1.949 -8.633 -1.001  -0.4898
H 0.139 -10.567 0.752  0.2945
H 1.785 -10.934 0.159  0.3108
H 1.533 -9.619 1.351  0.3447
C 1.415 1.937 -5.073  -0.5721
N 1.226 3.404 -4.922  0.9842
O 0.522 3.973 -5.733  -0.6023
O 1.785 3.928 -3.992  -0.5118
H 0.858 1.606 -5.942  0.2942
H 2.479 1.759 -5.201  0.2876
H 1.045 1.462 -4.166  0.1546
C -2.446 8.475 -2.780  -0.8051
N -2.908 7.468 -1.792  0.8827
O -3.517 7.869 -0.824  -0.5228
O -2.637 6.317 -2.028  -0.4575
H -2.755 9.458 -2.441  0.3011
H -1.363 8.405 -2.835  0.3021
H -2.902 8.230 -3.735  0.2829
C -3.616 -3.077 -1.917  -0.4093
N -4.053 -4.147 -0.983  0.9702
O -4.686 -3.816 -0.003  -0.5548
O -3.742 -5.285 -1.260  -0.5694
H -3.965 -2.123 -1.537  0.3237
H -2.529 -3.105 -1.965  -0.0509
H -4.053 -3.294 -2.888  0.2927
C 5.616 -9.491 -5.504  -0.7049
N 6.556 -8.902 -4.518  0.8942
O 6.078 -8.328 -3.567  -0.5514
O 7.740 -9.039 -4.733  -0.5248
H 4.601 -9.287 -5.176  0.2256
H 5.817 -9.024 -6.465  0.3109
H 5.808 -10.559 -5.541  0.2996
C 3.219 1.930 5.548  -0.6883
N 4.029 0.748 5.945  0.9279
O 3.578 -0.353 5.706  -0.5405
O 5.092 0.959 6.484  -0.5649
H 2.303 1.586 5.082  0.2853
H 3.004 2.495 6.449  0.2579
H 3.813 2.514 4.852  0.3124
C -2.114 -11.027 -3.349  -0.6340
N -1.229 -12.141 -2.919  0.9274
O -1.587 -13.274 -3.146  -0.5613
O -0.198 -11.831 -2.362  -0.5510
H -2.989 -11.444 -3.830  0.3742
H -2.386 -10.467 -2.458  0.2894
H -1.550 -10.411 -4.038  0.1485
C 5.318 -2.099 3.985  -0.7582
N 6.130 -3.138 3.298  0.8944
O 6.181 -4.239 3.800  -0.5362
O 6.691 -2.812 2.275  -0.5389
H 4.880 -2.531 4.877  0.3330
H 5.983 -1.279 4.239  0.2838
H 4.546 -1.777 3.292  0.3162
C -2.177 -3.550 1.787  -0.6595
N -0.968 -2.697 1.892  0.9034
O -0.945 -1.690 1.222  -0.4328
O -0.087 -3.073 2.632  -0.5860
H -2.864 -3.084 1.096  0.1549
H -1.858 -4.524 1.426  0.2805
H -2.617 -3.624 2.777  0.3156
C -0.064 5.777 -8.644  -0.5775
N -0.532 5.270 -9.960  0.8773
O -0.379 4.093 -10.198  -0.5262
O -1.038 6.075 -10.710  -0.5443
H 0.362 4.953 -8.083  0.2383
H 0.682 6.542 -8.837  0.2763
H -0.925 6.191 -8.128  0.2596
C -5.910 6.713 7.672  -0.5743
N -4.639 7.475 7.745  1.0068
O -4.519 8.443 7.033  -0.5166
O -3.796 7.071 8.520  -0.5845
H -6.558 7.187 6.942  0.0580
H -5.665 5.698 7.371  0.3161
H -6.359 6.733 8.661  0.3030
C -8.348 9.208 3.320  -0.7309
N -8.127 9.298 4.785  0.8912
O -8.116 8.264 5.412  -0.5213
O -7.970 10.403 5.251  -0.5467
H -8.468 8.164 3.053  0.2999
H -9.245 9.776 3.090  0.2924
H -7.477 9.636 2.832  0.2929
C 10.621 -7.772 -4.204  -0.6628
N 11.580 -6.742 -4.680  0.8766
O 12.327 -7.042 -5.585  -0.5323
O 11.546 -5.666 -4.129  -0.5228
H 10.765 -8.675 -4.786  0.2975
H 10.829 -7.950 -3.153  0.2835
H 9.620 -7.379 -4.342  0.2600
C -2.353 -8.543 -7.270  -0.7553
N -2.769 -9.578 -6.288  0.8266
O -3.369 -9.209 -5.302  -0.4791
O -2.476 -10.725 -6.540  -0.4972
H -2.681 -7.574 -6.910  0.3142
H -1.270 -8.584 -7.347  0.2928
H -2.822 -8.787 -8.218  0.2935

Calculated values
HOMO-LUMO gap	4.8	eV
highest occupied orbital energy	-4.280	eV
charge	-1
E_LUMO	0.527	eV
strongest force on any atom	2.10	eV Å⁻¹


# 3
Entry from OMol25: a structure of composition C29H81MgN8O11 at a distorted geometry (ωB97M-V with the def2-TZVPD basis set).

Last column: Mulliken charge in e.
CARTESIAN COORDINATES (ANGSTROEM)
Mg 0.630 0.271 3.173  0.8963
N 0.359 0.774 0.772  1.1218
O 0.261 1.008 -0.421  0.1760
O 0.936 1.562 1.573  -0.8327
O -0.026 -0.269 1.325  -0.9532
C -2.447 -2.077 4.732  -1.5473
C -1.682 -1.085 3.858  0.9304
C -2.069 0.365 4.180  -1.1330
O -1.187 1.313 3.572  0.1935
C -1.681 2.654 3.734  -0.6704
N -0.214 -1.286 4.092  0.0572
H -2.076 -3.082 4.543  0.2765
H -3.506 -2.051 4.460  0.4584
H -2.451 -1.879 5.806  0.4134
H -1.882 -1.329 2.814  0.0555
H -1.921 0.408 5.267  0.4451
H -3.124 0.517 3.954  0.4465
H -2.542 2.969 3.147  0.2755
H -0.848 3.290 3.434  0.0902
H -1.844 2.772 4.807  0.3708
H -0.074 -2.309 3.914  -0.1632
H -0.009 -1.454 5.086  0.4773
C -2.588 2.497 -3.538  -1.5988
C -1.895 3.532 -2.649  1.4274
C -2.634 4.870 -2.644  -0.9000
O -2.889 5.476 -3.897  -0.3936
C -1.726 5.672 -4.654  -0.2351
N -1.914 3.034 -1.263  -0.4441
H -3.638 2.586 -3.246  0.4562
H -2.160 1.517 -3.340  0.4039
H -2.557 2.703 -4.609  0.3205
H -0.861 3.669 -2.979  -0.4552
H -2.208 5.649 -1.997  0.3451
H -3.619 4.756 -2.176  0.4033
H -1.877 6.451 -5.404  0.3361
H -1.299 4.802 -5.161  0.1430
H -0.965 6.135 -4.008  -0.0758
H -2.885 2.862 -1.021  0.3143
H -1.451 2.132 -1.298  -0.0869
C 2.937 -1.058 -4.496  -1.5600
C 2.122 -0.148 -3.617  0.7358
C 0.654 -0.061 -4.009  -0.1817
O 0.417 0.193 -5.386  -0.4717
C 0.693 1.551 -5.707  -0.5237
N 2.234 -0.585 -2.207  -0.3720
H 3.869 -1.488 -4.139  0.3864
H 3.148 -0.629 -5.478  0.3172
H 2.278 -1.901 -4.742  0.3510
H 2.492 0.879 -3.650  0.1815
H 0.126 0.653 -3.368  0.0314
H 0.178 -1.034 -3.847  0.2075
H 1.780 1.674 -5.725  0.3039
H 0.236 2.228 -4.982  0.0248
H 0.317 1.830 -6.690  0.3185
H 1.588 -1.364 -2.046  0.2804
H 1.722 0.090 -1.622  -0.2304
C 3.629 -0.497 0.870  -1.4616
C 2.969 -1.443 1.881  1.0953
C 3.990 -2.483 2.335  -1.2084
O 3.419 -3.382 3.248  -0.1985
C 4.410 -4.191 3.900  -0.8686
N 2.477 -0.689 3.084  -0.2060
H 2.860 0.180 0.502  0.0047
H 4.024 -1.025 0.005  0.4723
H 4.442 0.067 1.331  0.4525
H 2.144 -1.979 1.412  -0.3747
H 4.876 -1.930 2.677  0.4151
H 4.326 -3.100 1.492  0.5265
H 5.058 -4.637 3.144  0.3740
H 3.883 -5.019 4.375  0.2112
H 4.924 -3.613 4.666  0.3249
H 3.268 -0.140 3.431  0.4187
H 2.493 -1.458 3.764  0.3663
C -0.312 -4.208 1.235  -1.4452
C -0.731 -4.793 2.589  0.5855
C -0.521 -6.315 2.597  -1.0200
O -0.980 -6.805 3.829  -0.3241
C -0.542 -8.116 4.125  -0.7725
N 0.117 -4.146 3.609  -0.6209
H -0.426 -3.126 1.193  0.0867
H -0.955 -4.663 0.479  0.4210
H 0.715 -4.497 1.002  0.3366
H -1.766 -4.524 2.806  0.4406
H 0.532 -6.555 2.408  0.4166
H -1.176 -6.756 1.831  0.4537
H 0.549 -8.209 4.134  0.3195
H -1.072 -8.810 3.468  0.2990
H -0.815 -8.289 5.167  0.2552
H 1.067 -4.453 3.419  0.0254
H -0.037 -4.661 4.483  0.2952
C -4.901 -5.581 -2.658  -1.5840
C -4.118 -4.863 -1.565  0.5902
C -3.478 -3.579 -2.121  -0.9286
O -2.761 -2.925 -1.109  0.0177
C -2.363 -1.618 -1.492  -0.7382
N -5.113 -4.437 -0.547  -0.7943
H -5.632 -4.929 -3.140  0.3243
H -5.483 -6.431 -2.304  0.4040
H -4.134 -5.934 -3.353  0.3763
H -3.405 -5.572 -1.143  0.2771
H -4.313 -2.966 -2.495  0.3664
H -2.956 -3.741 -3.076  0.4150
H -3.271 -1.038 -1.680  0.4182
H -1.626 -1.624 -2.295  0.3158
H -1.890 -1.110 -0.648  -0.0467
H -5.774 -3.833 -1.036  0.3164
H -4.616 -3.720 -0.012  0.2689
C 2.556 4.087 -1.922  -1.3979
C 2.212 5.194 -0.936  0.6554
C 1.840 6.503 -1.624  -0.2521
O 2.921 6.885 -2.458  -0.3278
C 2.647 8.142 -3.034  -0.7845
N 1.140 4.794 -0.014  -0.5852
H 1.825 4.073 -2.734  0.1965
H 2.639 3.141 -1.382  0.2791
H 3.547 4.208 -2.364  0.5174
H 3.116 5.349 -0.338  0.1506
H 1.654 7.238 -0.834  0.4129
H 0.882 6.399 -2.147  -0.1427
H 3.581 8.524 -3.453  0.2872
H 2.398 8.963 -2.350  0.3267
H 1.866 8.078 -3.796  0.2810
H 1.195 3.796 0.160  0.1256
H 0.263 4.820 -0.541  0.1544
C 1.847 4.417 3.227  -0.1076
O 1.491 5.623 2.612  -0.5824
H 1.168 3.579 2.977  -0.4636
H 2.854 4.086 2.946  0.2854
H 1.784 4.505 4.313  0.3339
H 1.338 5.510 1.645  0.3987

Calculated values
ΔE to the lowest compared entry with this formula, charge and spin	0.0	kJ/mol
HOMO-LUMO gap	8.2	eV
highest occupied orbital energy	-11.095	eV
charge	+1
E_LUMO	-2.894	eV
strongest force on any atom	2.09	eV Å⁻¹